67
Properties=species:S:1:pos:R:3:forces:R:3 method="wB97M-V/def2-TZVPD" gap_ev="5.405 / 5.421" energy_ha=-2574.4981 total_charge=+2 e_above_lowest_kj_mol=324.6 mol_weight_da=775.7 fmax_ev_per_a=5.8
Pt -1.2813 -1.1737 0.7840 4.7543 -2.4658 2.2384
S -2.7491 0.8654 -0.6109 -0.8967 0.2999 -0.8461
P 0.0513 1.0712 -0.6416 1.6724 -0.3909 -0.1346
O -1.9676 -0.2385 -1.2647 -0.3272 0.8428 -0.2532
O -2.0569 1.1054 0.6993 0.0393 -0.0130 -0.3076
O 0.9587 -4.8131 1.0865 -0.0481 0.4696 0.1750
O -4.1429 0.6204 -0.5069 -0.2776 0.2515 -0.0953
N 0.1499 -2.7071 1.3585 -1.3886 1.7341 -0.6475
N -0.1651 -0.4328 2.7063 -1.4299 -0.1835 -1.9760
N -1.5150 -3.0515 -0.7167 -0.1278 1.8699 0.8578
N -3.6657 -1.3053 2.8611 -0.0751 -0.0479 -0.5388
C -0.6416 -4.0173 -0.4843 0.5521 -0.7664 0.0570
C 2.8053 -0.8439 -3.7767 -0.0071 -0.0048 0.0097
C 1.0942 1.9788 0.5166 -0.5785 -0.6180 -0.0782
C -0.8705 2.3568 -1.5560 -0.3808 0.0164 0.1784
C 2.2214 1.0401 -2.3963 0.0111 0.0776 0.0069
C -3.0579 3.1403 -2.2651 -0.1758 -0.0775 0.0999
C 1.1555 0.3114 -1.8766 -0.4489 -0.3677 0.5442
C -2.2261 -4.1346 -2.6868 -0.0824 0.1502 0.3165
C 0.9302 -0.9929 -2.2937 -0.1310 -0.0426 0.0333
C 0.1733 1.1378 4.4447 -0.0357 -0.1709 -0.2235
C 1.4783 3.8951 1.9073 -0.0687 0.0558 -0.0036
C -3.0698 -1.4135 1.8790 0.0720 -0.5037 1.0210
C 0.6446 3.1774 1.0715 -0.1022 0.0319 -0.1023
C 1.7578 -1.5731 -3.2396 -0.0380 -0.0255 0.0348
C 0.2371 -3.9029 0.7334 -0.6042 -0.2942 -0.8502
C -1.3214 -5.1610 -2.4578 0.0323 0.0239 -0.0118
C 1.0426 0.2540 5.0733 -0.0560 -0.1183 -0.1789
C 0.6644 -1.2985 3.2831 0.4079 -0.6396 0.0722
C 0.8971 -2.6055 2.5908 0.1667 0.0216 0.5452
C 2.7390 3.4046 2.2192 -0.0632 -0.0413 0.0019
C -0.5216 -5.1188 -1.3261 -0.2100 0.4392 0.2197
C 3.0298 0.4585 -3.3577 0.0274 0.1306 0.0349
C 1.2926 -0.9752 4.4862 -0.2367 0.2263 -0.1997
C -0.4127 0.7513 3.2532 -0.1214 0.7697 0.3217
C 2.3359 1.4535 0.8825 0.0754 -0.0856 -0.0575
C -0.2655 3.4119 -2.2291 0.1299 -0.3030 0.2128
C -1.0618 4.2995 -2.9409 -0.1040 0.0128 -0.0930
C -2.4430 4.1662 -2.9743 0.1187 -0.0883 0.1307
C -2.2555 2.2582 -1.5799 0.0482 -0.3490 0.3777
C 3.1648 2.1824 1.7143 -0.0015 -0.0808 -0.0133
C -2.3175 -3.0945 -1.7665 -0.3101 -0.1703 -0.7468
H 1.1499 4.8415 2.3064 -0.0373 0.0957 0.0681
H -1.0883 1.3987 2.7087 -0.0015 -0.0447 0.1141
H -0.3446 3.5387 0.8290 -0.0472 0.1375 -0.0140
H 4.1457 1.8073 1.9632 0.0627 -0.0572 0.0317
H -0.0550 2.1024 4.8678 -0.0277 0.0904 0.0056
H -2.8668 -4.1317 -3.5544 -0.0694 -0.0126 -0.0362
H 1.5162 0.5203 6.0075 0.0151 -0.0092 0.0354
H 1.5887 -2.5938 -3.5479 -0.0273 -0.0631 -0.0521
H 0.0974 -1.5417 -1.8782 0.0113 -0.0789 -0.0120
H -3.0177 -2.2793 -1.8929 0.0731 -0.0566 0.0017
H 3.4535 -1.2905 -4.5157 0.0413 -0.0214 -0.0488
H 2.6575 0.4993 0.4880 0.0644 -0.0558 -0.0399
H 2.4209 2.0435 -2.0547 0.1106 0.0961 0.0062
H -3.0416 4.8657 -3.5378 -0.0344 0.0441 -0.0147
H 3.8455 1.0298 -3.7705 0.1168 0.0437 -0.0531
H 1.9695 -2.7259 2.3723 -0.1713 0.0565 0.0734
H 0.6339 -3.4480 3.2519 0.0743 0.2615 -0.0395
H 3.3873 3.9708 2.8695 0.0847 0.0750 0.0491
H -0.5899 5.1049 -3.4818 0.0412 0.0864 -0.0320
H 0.8058 3.5467 -2.2045 0.0287 0.0312 -0.0414
H -4.1304 3.0311 -2.2259 -0.1264 -0.0044 -0.0923
H -1.2406 -5.9819 -3.1566 -0.0068 -0.0326 -0.0043
H 0.1853 -5.8930 -1.0661 0.0591 -0.0024 0.0011
H 1.9597 -1.6814 4.9529 0.0785 -0.1456 -0.0275
H -4.2575 -1.2198 3.6669 -0.0932 -0.0088 -0.0105


57
Properties=species:S:1:pos:R:3:forces:R:3 method="wB97M-V/def2-TZVPD" gap_ev=9.336 energy_ha=-1267.0792 total_charge=-1 e_above_lowest_kj_mol=42.4 mol_weight_da=329.4 fmax_ev_per_a=3.4
O -0.6224 -2.6089 -2.4619 -1.4532 0.5941 -0.8434
O 2.6331 3.8243 1.5931 1.6446 0.6987 -2.0757
O -0.1844 0.6445 -3.4679 -1.5953 1.2018 -0.2441
O 3.3084 -0.1446 -3.4508 -0.1382 -0.8126 -0.2450
O 1.3357 -1.0910 -1.9148 1.1179 0.4925 0.4439
O -2.7854 -0.9585 -2.5737 -0.0041 0.5806 0.3997
O -2.1336 -3.4157 0.4294 0.7087 0.7941 0.6581
O 4.2665 -1.5616 -1.3745 -0.1387 -0.5441 0.2744
O -1.2250 -2.4854 3.9264 -0.1213 0.7086 -0.4919
O -3.3401 1.5048 0.8410 -0.1520 -0.6690 0.7836
O -3.2731 -1.2739 2.5007 -1.3944 1.1665 0.3472
O 3.0923 2.1463 -2.1468 2.1931 0.9456 1.4846
O -2.9503 -0.7954 -0.1153 -3.3185 -0.5861 0.1126
C 1.4838 -0.0108 1.7192 -0.6822 -0.7253 -0.0895
C 0.1060 0.3985 1.2290 0.3152 1.3293 0.8671
C -1.1602 2.3454 0.0719 1.7486 0.1414 0.3873
C -0.0625 1.9203 1.0786 -0.2570 0.0942 0.0642
C -2.5076 2.6352 0.6995 -1.3516 -0.6601 -2.0772
C 2.3933 0.7762 2.2781 0.4084 0.5483 -0.0413
C 1.6908 -1.5003 1.5975 0.4587 -0.6247 0.6433
H 2.4917 -1.7662 0.9039 -0.0805 0.0136 -0.0082
H 1.2383 -0.3696 -1.2683 -0.4914 -0.5570 -0.3986
H -1.5773 -3.5447 1.2356 -0.7681 0.2695 -0.8851
H 4.6858 -0.9652 -0.7621 0.3511 0.3664 0.3151
H 0.4657 -0.0244 -3.3406 0.5747 -0.9160 0.2489
H -2.3601 -2.4341 0.4032 0.1479 -1.0414 -0.0935
H -0.1211 -0.0705 0.2739 -0.0516 -0.2428 -0.0405
H -2.5126 3.1884 1.6428 0.4879 -0.0310 -0.0111
H -0.3429 2.4619 1.9913 0.1949 -0.5530 0.3966
H -3.3504 -0.3287 -3.0135 -0.2344 0.1235 -0.5441
H -1.9611 -2.0295 3.4304 0.5457 -0.3607 0.5280
H -3.0872 0.6026 0.3943 0.2897 1.1790 0.0916
H -4.1024 -0.7675 2.7391 1.5907 -0.8274 -0.3022
H -3.9779 -1.0051 -0.1130 3.1106 0.4458 0.1027
H 3.5283 1.3584 -2.5052 -0.6778 -0.2169 -0.4182
H 2.2006 2.1636 -2.3966 -1.8255 -0.3524 -0.8759
H 4.0743 -0.7572 -3.3732 -1.1810 0.4523 0.2435
H -1.4186 -2.0962 -2.7999 0.9631 -0.1168 0.0194
H -0.5174 -1.8197 3.9747 -0.4234 -0.3665 -0.0349
H 1.8516 3.5875 2.0830 -0.6517 -0.1575 -0.8044
H -1.0532 0.2762 -3.1983 0.7406 -0.0387 -0.0867
H -2.9903 -0.8546 1.6477 -0.1997 -0.3969 0.2121
H -0.6159 0.0302 1.9608 -0.1912 -0.2998 -0.1569
H -1.0794 -2.9993 -1.7176 0.1415 -0.6589 1.0146
H 0.5213 -1.6437 -2.0714 -0.2969 -0.0374 0.4354
H 3.3275 -1.4967 -1.1418 -0.0194 -0.1332 -0.3425
H 3.3747 0.4174 2.5930 -0.3173 -0.2840 -0.0054
H 2.5122 -0.5667 -2.9832 1.5535 0.3029 -0.6108
H 1.9434 -1.9503 2.5630 0.3516 0.2155 0.0318
H -0.7833 3.2224 -0.4654 -0.2320 0.2362 0.2047
H 2.3083 1.8579 2.3812 -0.1609 -0.6867 -0.0676
H 2.6505 3.6373 0.5874 -0.8157 0.0989 2.7544
H 0.9423 2.2888 0.8657 -0.3467 0.1426 -0.7154
H -3.0408 3.2420 -0.0602 0.2238 0.4339 0.4261
H 0.8038 -2.0675 1.3375 -0.3115 0.2674 -0.4936
H -1.1803 1.5877 -0.7099 -0.6397 -0.1502 -0.0849
H -2.9137 -0.7144 -1.5470 0.6603 -0.7966 -0.4024